{
  "formula": "C36H45BIrN9OTe",
  "method": "ωB97M-V/def2-TZVPD",
  "elements": ["Ir", "C", "C", "C", "C", "N", "N", "B", "N", "C", "C", "C", "C", "N", "N", "C", "C", "C", "C", "N", "N", "C", "C", "C", "C", "N", "H", "H", "H", "H", "H", "H", "H", "H", "H", "H", "H", "H", "H", "H", "H", "H", "H", "H", "H", "H", "C", "C", "O", "N", "Te", "C", "C", "C", "C", "C", "C", "C", "C", "C", "C", "C", "C", "C", "C", "C", "C", "C", "C", "H", "H", "H", "H", "H", "H", "H", "H", "H", "H", "H", "H", "H", "H", "H", "H", "H", "H", "H", "H", "H", "H", "H", "H", "H"],
  "coordinates": [[0.29, 0.68, -0.71], [3.32, -0.90, -1.36], [2.86, 0.18, -2.26], [3.43, 0.63, -3.44], [2.59, 1.63, -3.91], [1.59, 1.79, -3.04], [1.75, 0.91, -2.03], [0.38, 2.76, -3.04], [-0.86, 1.83, -3.12], [-1.83, 1.69, -4.03], [-2.73, 0.75, -3.59], [-2.26, 0.31, -2.36], [-2.96, -0.65, -1.46], [-1.12, 0.98, -2.07], [0.34, 3.45, -1.64], [0.32, 4.75, -1.32], [0.31, 4.86, 0.06], [0.32, 3.55, 0.53], [0.28, 3.06, 1.94], [0.34, 2.71, -0.51], [0.51, 3.78, -4.11], [1.56, 4.63, -4.29], [1.28, 5.42, -5.36], [0.02, 4.99, -5.81], [-0.78, 5.51, -6.97], [-0.44, 4.01, -5.06], [4.35, -1.16, -1.60], [2.71, -1.79, -1.51], [3.27, -0.61, -0.31], [4.33, 0.27, -3.90], [2.66, 2.24, -4.79], [-1.81, 2.32, -4.90], [-3.63, 0.43, -4.08], [-3.99, -0.75, -1.79], [-2.98, -0.28, -0.44], [-2.51, -1.64, -1.49], [0.31, 5.50, -2.09], [0.29, 5.76, 0.64], [0.44, 3.89, 2.63], [1.05, 2.31, 2.12], [-0.69, 2.62, 2.17], [2.42, 4.61, -3.63], [1.90, 6.20, -5.78], [-0.26, 6.34, -7.45], [-1.75, 5.87, -6.64], [-0.93, 4.73, -7.72], [-0.50, -3.63, -1.65], [0.05, -2.24, -1.83], [0.40, -1.81, -2.91], [0.19, -1.41, -0.71], [-0.66, -1.32, 1.08], [-1.97, -2.45, 2.32], [-3.14, -1.80, 2.70], [-3.64, -0.45, 2.25], [-3.94, -2.47, 3.63], [-3.61, -3.72, 4.14], [-4.50, -4.41, 5.13], [-2.44, -4.33, 3.69], [-1.60, -3.73, 2.78], [-0.34, -4.42, 2.35], [1.10, -1.34, 2.25], [2.24, -2.10, 1.97], [2.37, -3.15, 0.90], [3.35, -1.91, 2.80], [3.35, -1.03, 3.86], [4.56, -0.84, 4.72], [2.17, -0.34, 4.14], [1.03, -0.49, 3.37], [-0.24, 0.17, 3.82], [-0.17, -4.25, -2.48], [-1.59, -3.61, -1.65], [-0.17, -4.09, -0.71], [-2.97, 0.09, 1.59], [-3.80, 0.18, 3.13], [-4.60, -0.56, 1.75], [-4.85, -1.98, 3.96], [-5.37, -3.82, 5.37], [-3.95, -4.62, 6.05], [-4.83, -5.37, 4.73], [-2.17, -5.31, 4.07], [-0.30, -5.43, 2.76], [0.54, -3.88, 2.72], [-0.27, -4.51, 1.27], [1.51, -3.20, 0.23], [2.49, -4.13, 1.36], [3.26, -2.97, 0.30], [4.24, -2.50, 2.59], [5.39, -1.48, 4.40], [4.34, -1.08, 5.76], [4.90, 0.19, 4.69], [2.13, 0.32, 5.00], [-0.04, 0.85, 4.65], [-0.95, -0.57, 4.19], [-0.73, 0.75, 3.04]],
  "e_above_lowest_kj_mol": 27.5,
  "energy_ev": -64316.8944,
  "charge": 2,
  "homo_energy_ha": -0.4949,
  "spin_multiplicity": 1,
  "max_force_ev_per_a": 1.289
}